(1)
A cluster of 2 separate species, C9H16NO in total at a distorted geometry, computed with ωB97M-V/def2-TZVPD.

XYZ file:
```
27
C9H16NO, DFT ωB97M-V/def2-TZVPD
C 3.099 -0.191 0.600
C 2.493 1.099 1.096
N 2.111 -0.829 -0.386
H 3.999 -0.184 0.002
H 3.414 -0.931 1.322
H 1.458 1.009 1.445
H 2.730 1.850 0.333
H 2.200 -1.839 -0.456
H 1.189 -0.697 0.094
H 2.062 -0.503 -1.345
H 3.003 1.393 2.034
C -1.981 -0.368 -2.716
C -1.302 -1.240 -0.413
C -1.780 -0.262 -1.227
C -1.088 -0.975 0.944
C -2.161 0.976 -0.630
C -1.397 0.223 1.534
C -2.014 1.229 0.713
O -1.402 0.278 2.879
H -1.057 -2.258 -0.705
H -1.059 -1.889 1.566
H -1.553 0.451 -3.316
H -3.092 -0.323 -2.842
H -2.283 1.771 -1.413
H -2.490 2.142 1.048
H -1.544 1.161 3.253
H -1.555 -1.092 -3.413
```

Properties
Highest occupied orbital energy (eV): -11.71
Net charge: +1
Relative energy (zero: lowest compared OMol25 entry of this formula, charge and spin) (eV): 1.319
Frontier orbital gap (eV): 8.43

Just the natural (NBO) charges please, in e? Sure, here they are:
1. C -0.21
2. C -0.66
3. N -0.70
4. H 0.23
5. H 0.24
6. H 0.24
7. H 0.24
8. H 0.44
9. H 0.47
10. H 0.44
11. H 0.26
12. C -0.67
13. C -0.23
14. C -0.04
15. C -0.34
16. C -0.17
17. C 0.30
18. C -0.28
19. O -0.66
20. H 0.22
21. H 0.24
22. H 0.23
23. H 0.24
24. H 0.23
25. H 0.24
26. H 0.50
27. H 0.24

=====

(2)
A structure of composition C42H42F9N3PPtSSi, computed with ωB97M-V/def2-TZVPD.

XYZ file:
```
100
C42H42F9N3PPtSSi, DFT ωB97M-V/def2-TZVPD
Pt 0.358 -0.152 0.933
N 2.198 -3.576 3.188
C 2.024 -3.562 4.596
C 2.930 -4.204 5.418
C 2.745 -4.177 6.796
C 1.688 -3.472 7.345
C 0.799 -2.797 6.516
C 0.950 -2.868 5.142
S -0.228 -2.097 4.067
N 0.723 -1.806 2.691
C 1.731 -2.554 2.406
C 2.416 -2.321 1.077
C 3.513 -3.069 0.674
C 4.047 -2.889 -0.593
C 3.455 -1.966 -1.438
C 2.380 -1.232 -0.972
N 1.877 -1.382 0.259
H 2.932 -4.167 2.843
H 3.772 -4.734 4.991
H 3.441 -4.701 7.436
H 1.553 -3.437 8.417
H -0.022 -2.232 6.938
H 3.979 -3.785 1.333
H 4.905 -3.465 -0.908
H 3.821 -1.793 -2.439
H 1.895 -0.484 -1.581
F -4.645 -1.839 -5.916
C -3.683 -2.695 -5.524
F -4.210 -3.933 -5.571
F -2.693 -2.639 -6.429
C -3.199 -2.366 -4.134
C -4.140 -2.219 -3.120
C -3.726 -1.930 -1.834
C -2.367 -1.785 -1.554
C -1.438 -1.930 -2.576
C -1.848 -2.225 -3.869
P -1.732 -1.515 0.129
C -3.000 -0.461 0.914
C -3.274 -0.531 2.276
C -4.067 0.430 2.888
C -4.591 1.468 2.137
C -4.327 1.551 0.775
C -3.530 0.597 0.170
C -5.424 2.547 2.777
F -4.778 3.731 2.751
F -6.587 2.719 2.123
F -5.712 2.273 4.057
C -1.925 -3.168 0.879
C -0.801 -3.988 0.852
C -0.836 -5.261 1.393
C -2.007 -5.718 1.979
C -3.147 -4.926 1.984
C -3.108 -3.660 1.424
C -2.055 -7.102 2.572
F -2.463 -8.008 1.664
F -0.844 -7.494 3.010
F -2.904 -7.166 3.611
H -5.193 -2.327 -3.341
H -4.463 -1.813 -1.050
H -0.382 -1.807 -2.364
H -1.125 -2.333 -4.664
H -2.855 -1.328 2.879
H -4.275 0.368 3.946
H -4.743 2.362 0.191
H -3.320 0.678 -0.889
H 0.109 -3.630 0.391
H 0.041 -5.893 1.373
H -4.061 -5.296 2.426
H -4.004 -3.054 1.428
C -0.477 1.898 1.724
Si 1.206 1.968 0.890
C 2.587 2.386 2.124
C 2.315 3.737 2.804
C 2.611 1.300 3.209
C 3.965 2.434 1.456
C 1.157 2.913 -0.758
C -0.102 2.498 -1.535
C 2.374 2.612 -1.641
C 1.097 4.425 -0.500
H -1.271 2.390 1.169
H -0.444 2.204 2.767
H -0.906 0.826 1.862
H 1.372 3.736 3.354
H 2.290 4.567 2.100
H 3.109 3.948 3.526
H 1.642 1.171 3.697
H 3.336 1.577 3.979
H 2.903 0.329 2.804
H 4.070 3.289 0.787
H 4.184 1.527 0.885
H 4.738 2.530 2.224
H -0.147 1.418 -1.698
H -0.103 2.991 -2.511
H -1.022 2.793 -1.026
H 2.461 1.549 -1.870
H 3.314 2.932 -1.193
H 2.270 3.137 -2.594
H 0.275 4.700 0.166
H 0.940 4.952 -1.446
H 2.024 4.805 -0.070
```

Properties
Highest occupied orbital energy (eV): -10.37
Net charge: +1
Relative energy (zero: lowest compared OMol25 entry of this formula, charge and spin) (eV): 0.209
Frontier orbital gap (eV): 6.88

Löwdin population analysis, charges in e, atoms 1 to 99:
1. Pt 0.72
2. N 0.13
3. C -0.24
4. C -0.01
5. C -0.07
6. C -0.07
7. C -0.09
8. C -0.45
9. S 1.00
10. N -0.32
11. C -0.37
12. C -0.18
13. C 0.01
14. C -0.02
15. C -0.02
16. C -0.12
17. N -0.07
18. H 0.12
19. H 0.12
20. H 0.11
21. H 0.11
22. H 0.11
23. H 0.11
24. H 0.12
25. H 0.12
26. H 0.09
27. F 0.15
28. C -0.58
29. F 0.15
30. F 0.14
31. C -0.11
32. C 0.01
33. C -0.06
34. C -0.35
35. C -0.07
36. C 0.01
37. P 1.04
38. C -0.39
39. C -0.09
40. C 0.01
41. C -0.11
42. C 0.00
43. C -0.08
44. C -0.58
45. F 0.14
46. F 0.15
47. F 0.15
48. C -0.35
49. C -0.10
50. C 0.00
51. C -0.11
52. C 0.01
53. C -0.06
54. C -0.58
55. F 0.15
56. F 0.14
57. F 0.15
58. H 0.13
59. H 0.11
60. H 0.09
61. H 0.12
62. H 0.08
63. H 0.13
64. H 0.13
65. H 0.11
66. H 0.09
67. H 0.13
68. H 0.13
69. H 0.11
70. C -0.22
71. Si 0.61
72. C -0.65
73. C -0.08
74. C -0.11
75. C -0.09
76. C -0.64
77. C -0.11
78. C -0.09
79. C -0.08
80. H 0.04
81. H 0.05
82. H -0.02
83. H 0.08
84. H 0.07
85. H 0.09
86. H 0.07
87. H 0.09
88. H 0.06
89. H 0.07
90. H 0.08
91. H 0.09
92. H 0.05
93. H 0.09
94. H 0.07
95. H 0.06
96. H 0.07
97. H 0.09
98. H 0.09
99. H 0.09

=====

(3)
A cluster of 2 separate species, C4H6FO4S in total at a distorted geometry, computed with ωB97M-V/def2-TZVPD.

XYZ file:
```
16
C4H6FO4S, DFT ωB97M-V/def2-TZVPD
C 0.387 -1.863 -0.695
C 1.070 -2.886 0.289
C -0.454 0.500 -0.770
C 0.485 -0.603 -0.259
O -1.228 4.053 -0.409
O -0.179 -2.161 -1.803
O 0.212 3.687 1.550
O -2.109 2.934 1.552
F 1.240 -0.318 0.815
S -0.957 3.253 0.787
H 0.816 -3.950 0.315
H 0.704 -2.467 1.270
H 2.099 -2.673 0.081
H -0.682 0.494 -1.825
H -1.448 0.507 -0.325
H 0.046 1.493 -0.573
```

Properties
Highest occupied orbital energy (spin up / spin down) (eV): -3.16 / -5.22
Net charge: -1
Spin multiplicity: 3
Relative energy (zero: lowest compared OMol25 entry of this formula, charge and spin) (eV): 0.044
Frontier orbital gap (spin up / spin down) (eV): 6.26 / 6.67
<S²>: 2.019

Just the natural (NBO) charges please, in e? Sure, here they are:
1. C 0.32
2. C -0.69
3. C -0.73
4. C 0.47
5. O -1.01
6. O -0.53
7. O -1.00
8. O -1.01
9. F -0.30
10. S 2.06
11. H 0.22
12. H 0.22
13. H 0.22
14. H 0.25
15. H 0.26
16. H 0.25

=====

(4)
An isolated molecule of C2HClFP at a distorted geometry, computed with ωB97M-V/def2-TZVPD.

XYZ file:
```
6
C2HClFP, DFT ωB97M-V/def2-TZVPD
C 0.783 0.346 0.142
C -0.517 0.319 0.147
F -0.108 -2.103 -0.779
P -0.078 -1.305 0.659
Cl -1.778 1.887 -0.074
H 1.697 0.856 -0.096
```

Properties
Highest occupied orbital energy (eV): -10.59
SMILES: FP1=CC=1Cl
Relative energy (zero: lowest compared OMol25 entry of this formula, charge and spin) (eV): 0.160
Frontier orbital gap (eV): 10.05

Just the natural (NBO) charges please, in e? Sure, here they are:
1. C -0.41
2. C -0.29
3. F -0.59
4. P 1.15
5. Cl -0.12
6. H 0.26

=====

(5)
A structure of composition C38H61IN4O2Si2 at a distorted geometry, computed with ωB97M-V/def2-TZVPD.

XYZ file:
```
108
C38H61IN4O2Si2, DFT ωB97M-V/def2-TZVPD
C -1.837 2.775 4.188
O -2.224 2.098 5.405
C -3.045 0.933 5.156
C -2.659 0.120 3.826
C -3.301 -1.385 3.803
C -2.109 -2.482 3.585
C -2.318 -3.392 2.274
C -1.549 -2.864 0.971
C -2.025 -1.405 0.465
Si -0.634 -0.406 -0.381
O 0.514 0.311 0.702
Si 2.119 -0.136 0.218
C 2.396 0.583 -1.557
C 2.015 2.172 -1.572
C 1.149 2.590 -2.868
I 2.311 4.060 -4.056
C 2.418 -2.049 0.302
C 2.266 -2.505 1.851
C 3.171 -3.685 2.506
N 1.391 -1.937 2.679
C 3.504 0.647 1.307
C 3.476 0.677 2.871
C 4.647 1.283 3.728
C 5.942 1.895 3.083
C 5.971 1.898 1.516
C 4.786 1.286 0.647
C -1.461 0.812 -1.597
C -1.482 0.398 -3.114
C -2.142 1.230 -4.238
C -2.848 2.560 -3.873
C -2.816 3.009 -2.376
C -2.144 2.157 -1.237
H -0.920 2.293 3.685
H -2.658 2.850 3.397
H -1.520 3.848 4.477
H -4.170 1.194 5.064
H -2.948 0.195 6.036
H -1.543 0.108 3.575
H -3.170 0.663 2.938
H -3.876 -1.570 4.771
H -3.982 -1.482 2.880
H -1.071 -2.008 3.664
H -2.200 -3.196 4.491
H -1.860 -4.427 2.527
H -3.437 -3.613 2.076
H -1.815 -3.598 0.113
H -0.400 -2.940 1.070
H -2.824 -1.600 -0.353
H -2.551 -0.777 1.264
H 0.125 -1.377 -1.207
H 1.821 0.026 -2.371
H 3.517 0.480 -1.836
H 2.951 2.838 -1.574
H 1.405 2.484 -0.649
H 0.943 1.730 -3.588
H 0.194 3.162 -2.572
H 1.732 -2.648 -0.386
H 3.528 -2.256 0.048
H 2.504 -4.475 3.000
H 3.829 -4.102 1.668
H 3.828 -3.252 3.343
H 1.499 -2.386 3.613
H 2.605 0.244 3.464
H 4.634 1.273 4.877
H 6.815 2.308 3.688
H 6.896 2.321 0.974
H 4.951 1.327 -0.487
H -0.991 -0.598 -3.399
H -2.095 0.844 -5.305
H -3.345 3.142 -4.713
H -3.360 3.998 -2.149
H -2.168 2.506 -0.154
C -7.707 -1.248 6.227
C -7.613 -1.340 4.708
C -7.734 -2.775 4.190
C -6.623 -3.616 4.751
N -5.745 -4.275 5.191
H -6.891 -1.787 6.715
H -7.645 -0.205 6.549
H -8.655 -1.659 6.587
H -6.660 -0.909 4.385
H -8.408 -0.733 4.265
H -7.674 -2.787 3.098
H -8.694 -3.210 4.481
C 9.214 0.731 -1.318
C 8.937 1.177 -2.750
C 8.554 2.655 -2.850
C 7.303 2.913 -2.060
N 6.318 3.115 -1.438
H 8.327 0.829 -0.686
H 9.511 -0.320 -1.298
H 10.021 1.321 -0.873
H 8.136 0.557 -3.165
H 9.830 0.998 -3.357
H 8.379 2.929 -3.894
H 9.358 3.288 -2.464
C -0.991 0.338 -8.892
C -2.030 -0.777 -8.941
C -3.460 -0.252 -9.097
C -3.812 0.625 -7.930
N -4.089 1.315 -7.011
H -1.140 0.991 -8.028
H 0.014 -0.083 -8.809
H -1.030 0.951 -9.797
H -1.953 -1.375 -8.027
H -1.800 -1.440 -9.780
H -4.164 -1.087 -9.141
H -3.559 0.324 -10.021
```

Properties
Highest occupied orbital energy (eV): -8.30
Frontier orbital gap (eV): 8.84

Löwdin population analysis, charges in e, atoms 1 to 99:
1. C -0.14
2. O -0.22
3. C -0.22
4. C -0.20
5. C -0.19
6. C -0.20
7. C -0.22
8. C -0.25
9. C -0.25
10. Si 0.54
11. O -0.34
12. Si 0.49
13. C -0.24
14. C -0.32
15. C -0.61
16. I 0.62
17. C -0.19
18. C -0.38
19. C -0.06
20. N 0.08
21. C -0.19
22. C -0.07
23. C -0.08
24. C -0.07
25. C -0.08
26. C -0.06
27. C -0.24
28. C -0.09
29. C -0.08
30. C -0.06
31. C -0.07
32. C -0.06
33. H 0.09
34. H 0.09
35. H 0.10
36. H 0.13
37. H 0.13
38. H 0.11
39. H 0.10
40. H 0.09
41. H 0.10
42. H 0.09
43. H 0.11
44. H 0.11
45. H 0.12
46. H 0.11
47. H 0.08
48. H 0.09
49. H 0.06
50. H 0.01
51. H 0.07
52. H 0.08
53. H 0.06
54. H 0.10
55. H 0.03
56. H 0.04
57. H 0.07
58. H 0.09
59. H 0.08
60. H 0.07
61. H 0.09
62. H 0.06
63. H 0.07
64. H 0.08
65. H 0.08
66. H 0.06
67. H 0.04
68. H 0.08
69. H 0.06
70. H 0.08
71. H 0.09
72. H 0.09
73. C -0.11
74. C -0.27
75. C -0.19
76. C -0.21
77. N 0.13
78. H 0.07
79. H 0.07
80. H 0.08
81. H 0.10
82. H 0.11
83. H 0.11
84. H 0.12
85. C -0.11
86. C -0.27
87. C -0.18
88. C -0.17
89. N 0.16
90. H 0.06
91. H 0.07
92. H 0.08
93. H 0.11
94. H 0.11
95. H 0.11
96. H 0.12
97. C -0.11
98. C -0.27
99. C -0.18

=====

(6)
A cluster of 2 separate species, C3H6IO2P in total at a distorted geometry, computed with ωB97M-V/def2-TZVPD.

XYZ file:
```
13
C3H6IO2P, DFT ωB97M-V/def2-TZVPD
C -2.657 -1.951 0.732
C 0.564 -1.724 -0.208
C 0.920 2.231 0.194
O -3.288 -1.291 1.391
O 0.825 -0.357 0.105
P 0.831 0.830 -0.990
I -1.581 0.975 -1.513
H 0.445 -2.194 0.732
H 1.350 -2.174 -0.706
H -0.455 -1.857 -0.800
H 2.017 2.099 0.576
H 0.107 2.375 0.938
H 0.921 3.039 -0.451
```

Properties
Highest occupied orbital energy (eV): -8.85
Relative energy (zero: lowest compared OMol25 entry of this formula, charge and spin) (eV): 0.005
Frontier orbital gap (eV): 9.29

Just the natural (NBO) charges please, in e? Sure, here they are:
1. C 0.50
2. C -0.25
3. C -0.98
4. O -0.50
5. O -0.83
6. P 1.03
7. I -0.25
8. H 0.19
9. H 0.18
10. H 0.19
11. H 0.24
12. H 0.25
13. H 0.23